(1)
238
Properties=species:S:1:pos:R:3:forces:R:3 method="wB97M-V/def2-TZVPD" max_force_ev_per_a=3.0 e_lumo_ev=0.38 spin_multiplicity=1 homo_lumo_gap_ev=8.86 charge=0
C -15.44537 -12.93849 13.13806 -0.50 0.87 0.24
C -15.43229 -12.06921 11.85074 0.87 -0.45 -0.34
C -14.04352 -11.37413 11.64476 -0.46 0.43 0.58
O -13.64394 -10.72878 12.87021 -1.55 -0.98 0.45
C -12.41095 -10.06000 12.86209 -0.15 -1.13 -0.86
N -15.65656 -12.92895 10.63794 0.54 1.01 0.95
H -15.22457 -12.27647 13.97536 0.19 -0.27 0.17
H -14.81327 -13.82564 13.17705 0.75 0.38 -0.48
H -16.40844 -13.40569 13.34375 -0.51 0.42 -0.27
H -16.13293 -11.23517 11.89046 -0.50 -0.35 0.14
H -14.02238 -10.59458 10.88321 -0.65 -0.01 -0.34
H -13.40138 -12.15115 11.23004 0.87 -0.18 0.64
H -11.77482 -10.83317 12.43123 1.09 0.68 -0.17
H -12.07464 -9.82761 13.87254 -0.32 -0.01 -0.01
H -12.49981 -9.16243 12.25007 0.44 0.15 -0.12
H -16.52295 -13.43749 10.74217 -0.31 0.06 0.04
H -14.94211 -13.62072 10.81433 0.16 -0.57 -0.62
C -22.50887 -5.93531 14.92397 -1.32 0.29 0.55
C -22.06965 -4.46906 14.95208 -0.58 -0.99 0.43
C -22.55454 -3.57385 16.16030 0.10 -1.25 -1.30
O -22.07385 -2.25349 15.95647 -0.87 0.88 0.54
C -22.72820 -1.34908 16.86734 0.45 -0.74 0.86
N -20.66940 -4.43385 14.76814 1.23 0.91 -0.32
H -22.22107 -6.42255 13.99238 0.19 0.25 -0.03
H -23.59725 -5.87605 14.92847 -0.29 -0.50 0.00
H -22.23103 -6.59675 15.74458 0.35 0.32 0.24
H -22.51874 -4.12451 14.02057 -0.22 0.82 0.12
H -22.19470 -3.92781 17.12639 0.09 -0.33 0.05
H -23.64193 -3.64338 16.13133 -0.30 0.43 0.24
H -23.80257 -1.53210 16.88567 -0.09 0.31 -0.31
H -22.47160 -0.29123 16.81063 0.02 -0.08 -1.27
H -22.37834 -1.53459 17.88287 0.06 -0.61 0.36
H -20.20913 -4.88428 15.54620 -0.08 -0.04 0.22
H -20.47790 -3.44935 14.88723 0.91 0.24 -0.21
C -22.67493 -8.36464 9.77853 0.15 0.57 1.49
C -24.02951 -7.81697 10.36426 1.59 1.23 -1.24
C -24.26698 -6.38098 9.70522 1.97 -0.16 0.92
O -23.16261 -5.46845 10.08840 -0.60 -1.28 -1.04
C -23.10904 -4.89909 11.36531 -0.83 0.88 0.19
N -25.03432 -8.79174 10.14783 -1.57 -0.49 -0.39
H -22.45659 -8.15266 8.73187 -0.49 0.09 -0.05
H -22.51232 -9.42491 9.97215 -0.51 -0.15 -0.08
H -21.87945 -7.89562 10.35761 0.19 0.24 -0.18
H -23.94722 -7.66630 11.44066 0.27 0.02 0.10
H -25.21758 -5.87243 9.86600 -0.23 -0.31 0.42
H -24.13530 -6.52737 8.63315 -0.04 0.24 -0.06
H -22.11021 -4.91810 11.80128 0.12 -0.59 -0.02
H -23.85873 -5.26224 12.06828 0.10 -0.57 0.11
H -23.34002 -3.83595 11.29833 -0.05 0.33 -0.20
H -25.94688 -8.35898 10.15459 -0.34 -0.04 0.30
H -24.98860 -9.24487 9.24634 0.38 0.01 -0.17
C -15.55668 -10.35286 16.11318 -0.69 -0.60 0.42
C -16.93784 -11.10497 16.01372 0.82 0.77 0.49
C -17.69917 -11.33432 17.40685 1.12 0.52 -2.16
O -18.91946 -12.00951 17.13452 -0.33 0.46 -0.49
C -18.85537 -13.41944 17.21925 -0.17 -0.14 0.94
N -17.80474 -10.31587 15.12608 -0.57 -0.53 0.52
H -15.62651 -9.39645 16.63135 -0.22 -0.16 0.16
H -15.12560 -10.09469 15.14591 -0.26 -0.32 -0.33
H -14.81724 -10.97328 16.61954 0.02 -0.02 0.13
H -16.77278 -12.09475 15.58805 0.18 -0.23 0.06
H -17.87867 -10.34551 17.82892 -0.50 -0.07 0.03
H -17.02768 -11.84945 18.09375 -0.13 -0.43 0.06
H -19.74131 -13.97310 16.90830 -0.53 0.91 -0.45
H -18.85320 -13.59255 18.29541 0.86 -0.81 0.08
H -18.06536 -13.87355 16.62112 0.52 0.16 0.41
H -17.51527 -10.27810 14.15919 0.72 -0.16 -0.01
H -18.66955 -10.83566 15.08125 -0.55 0.10 0.09
C -18.32028 -4.57982 12.05540 0.34 0.41 0.52
C -18.46148 -5.90107 11.34015 -1.04 -0.51 -0.95
C -19.02608 -7.01475 12.20364 0.40 0.75 0.71
O -18.71523 -8.26196 11.63173 0.95 0.07 0.92
C -19.22442 -9.33235 12.41658 -0.61 -0.37 -1.95
N -19.39119 -5.78061 10.18700 1.23 0.43 0.01
H -17.40919 -4.03155 11.81580 0.09 -0.17 -0.38
H -18.25207 -4.74836 13.13013 -0.26 0.12 0.12
H -19.13108 -3.88322 11.84220 -0.20 -0.15 0.15
H -17.49383 -6.25243 10.98194 0.11 -0.01 -0.09
H -20.10861 -6.92956 12.29831 -0.34 0.24 0.00
H -18.62141 -6.84331 13.20112 0.30 -0.76 0.40
H -18.71480 -10.23804 12.08778 0.51 -0.01 0.34
H -20.20711 -9.49078 11.97238 -0.72 -0.14 0.88
H -19.21878 -9.22007 13.50077 0.01 0.38 -0.16
H -19.64861 -6.73287 9.97013 -0.43 0.02 -0.37
H -20.18871 -5.27722 10.54847 -0.43 -0.15 -0.27
C -20.10289 -5.86228 24.28702 -0.58 0.05 -0.19
C -21.34853 -4.93702 24.44801 2.76 0.42 -0.42
C -22.05736 -4.54710 23.18762 0.25 -0.53 -1.79
O -21.18337 -3.96453 22.16877 -1.49 0.58 -0.26
C -21.98644 -3.24649 21.16894 0.43 -0.14 0.94
N -22.22803 -5.57266 25.37914 -0.77 0.07 0.33
H -20.37348 -6.84087 23.89050 -0.20 0.02 -0.16
H -19.71054 -6.05576 25.28539 0.10 0.09 0.09
H -19.28885 -5.46366 23.68160 -0.24 0.21 -0.03
H -20.94396 -4.03347 24.90412 0.14 0.53 -0.12
H -22.89358 -3.86396 23.33648 -0.02 0.14 0.45
H -22.46996 -5.46494 22.76876 -0.28 -0.19 -0.14
H -22.81563 -2.72758 21.64985 0.03 0.17 0.26
H -22.46061 -3.84131 20.38826 0.32 -0.70 0.09
H -21.37914 -2.48923 20.67311 0.33 -0.15 0.20
H -22.93635 -4.87662 25.56328 -0.64 -0.11 0.27
H -21.68655 -5.58142 26.23168 -0.14 -0.46 0.42
C -13.02636 -1.97559 17.76972 -1.82 -0.71 0.70
C -13.00229 -2.20258 19.28645 1.64 0.45 1.12
C -13.55610 -3.54215 19.86882 -0.87 0.51 -1.38
O -13.53171 -3.65780 21.27571 0.98 0.04 0.50
C -13.42129 -4.99053 21.79159 -0.55 -0.05 -0.45
N -11.57387 -2.13415 19.66997 -0.19 -0.28 0.47
H -12.68820 -1.00469 17.40765 0.78 -0.13 0.49
H -14.07398 -1.92449 17.47314 -0.21 -0.54 -0.29
H -12.52410 -2.83027 17.31655 0.09 0.29 -0.37
H -13.48392 -1.39637 19.83977 -0.71 0.17 -0.26
H -13.04492 -4.36072 19.36212 0.13 -0.27 0.11
H -14.61070 -3.54109 19.59331 -0.29 -0.38 -0.43
H -14.32509 -5.58102 21.64135 -0.47 0.21 -0.23
H -13.29225 -4.97896 22.87386 0.35 0.44 -0.16
H -12.65291 -5.58517 21.29754 0.47 0.30 0.05
H -11.24046 -1.19221 19.52268 0.12 0.20 -0.26
H -11.61085 -2.21507 20.67604 0.49 -0.25 0.41
C -16.36749 -6.87801 19.86853 -1.98 -0.85 2.13
C -15.11064 -7.47801 19.31919 0.06 0.34 -2.06
C -14.93257 -9.02281 19.37911 1.89 1.55 0.79
O -14.60201 -9.25916 20.77082 -1.06 -0.80 -0.67
C -13.96934 -10.51496 20.99159 -0.54 0.61 0.66
N -15.00858 -6.94579 17.92577 1.10 -0.32 0.06
H -16.41979 -5.81985 20.12479 0.81 0.24 -0.40
H -16.70645 -7.33861 20.79645 0.51 -0.24 0.63
H -17.29236 -7.05050 19.31811 0.40 -0.17 -0.93
H -14.21398 -7.12663 19.82972 -0.22 0.18 0.26
H -13.97791 -9.27582 18.91788 0.04 0.34 -0.90
H -15.66477 -9.61743 18.83285 -0.69 -0.24 0.88
H -12.92770 -10.55086 20.67252 0.09 0.19 -0.40
H -14.53406 -11.33064 20.54010 0.00 -0.15 0.00
H -13.96820 -10.60444 22.07791 0.00 -0.36 -0.03
H -15.65939 -7.34889 17.26694 -0.45 -0.68 0.12
H -15.36125 -5.99938 17.91995 0.20 0.37 0.45
C -14.83932 -2.59989 14.60946 -0.72 0.78 0.19
C -15.52665 -3.91299 14.89203 0.58 -1.22 -1.35
C -15.10859 -4.89809 13.76685 -0.36 -1.23 -0.23
O -15.72486 -6.21520 13.91162 0.89 -0.39 -0.02
C -14.96753 -7.35306 13.33475 -0.77 2.01 -0.06
N -15.22959 -4.40196 16.21180 0.35 -0.58 0.42
H -15.18398 -1.88936 15.36076 0.04 0.24 -0.06
H -15.09589 -2.20249 13.62744 -0.10 -0.02 -0.02
H -13.75154 -2.62107 14.67580 0.04 -0.43 0.07
H -16.61501 -3.90391 14.83304 -0.20 0.70 -0.25
H -14.03097 -5.05381 13.71607 0.26 0.25 0.21
H -15.45463 -4.54586 12.79510 0.12 0.42 -0.08
H -14.59706 -7.02067 12.36502 0.09 -0.13 -0.19
H -15.68252 -8.15663 13.15820 0.12 -0.01 0.32
H -14.11053 -7.63068 13.94841 -0.20 -0.10 0.27
H -15.18801 -5.40651 16.11570 -0.29 -0.44 0.29
H -14.28939 -4.17967 16.50628 0.26 0.38 -0.06
C -18.12052 2.32906 17.92660 0.15 0.46 0.23
C -19.42623 3.10866 17.77537 -0.13 -0.06 1.72
C -20.63660 2.35879 18.35956 1.10 -1.28 -1.82
O -20.59265 2.04693 19.76209 -0.39 0.01 -1.13
C -21.84246 1.47985 20.10785 -1.28 1.37 0.59
N -19.36933 4.34108 18.57463 0.61 0.17 -0.58
H -17.28095 2.93362 17.58349 -0.04 0.14 -0.06
H -18.06011 1.37843 17.39674 -0.39 0.08 -0.08
H -17.95360 2.13694 18.98647 0.03 -0.17 0.07
H -19.60062 3.30836 16.71810 -0.31 0.13 0.01
H -20.55289 1.46526 17.74094 -0.73 -1.01 0.35
H -21.53844 2.85981 18.00777 -0.33 0.26 0.64
H -22.30210 0.88107 19.32152 0.47 -0.69 0.21
H -22.59034 2.25585 20.27092 -0.17 0.86 -0.66
H -21.93734 1.12626 21.13453 1.13 -1.09 -0.20
H -19.11172 3.98209 19.48285 0.22 0.34 0.48
H -20.34146 4.58910 18.69103 -0.12 0.62 0.11
C -19.36655 -1.03137 14.58034 1.17 0.20 1.09
C -20.26284 -0.26452 13.64175 0.61 0.59 0.82
C -19.57324 0.14688 12.33169 -0.60 -0.19 1.19
O -19.00763 -1.03427 11.78885 0.44 0.41 0.72
C -17.74159 -0.82567 11.24352 0.30 -0.17 -1.53
N -21.39982 -1.06173 13.37200 -1.00 -0.26 -0.99
H -19.12986 -2.05429 14.28758 0.43 0.21 -0.49
H -19.80669 -1.14661 15.57085 -0.65 0.06 -0.04
H -18.50011 -0.42260 14.83877 0.70 -0.29 -0.35
H -20.50206 0.59383 14.26955 -0.45 0.68 -0.56
H -18.87503 0.92761 12.63343 0.67 -0.16 -0.43
H -20.26995 0.57178 11.60908 -0.21 0.06 0.08
H -16.97185 -0.32407 11.83004 -0.28 -0.07 0.82
H -17.84177 -0.20833 10.35080 0.05 0.16 -0.33
H -17.35451 -1.78621 10.90347 -0.02 -0.05 0.15
H -20.93899 -1.78270 12.83541 -0.71 -0.86 -0.40
H -21.70491 -1.48539 14.23659 -0.22 -0.18 -0.02
C -25.37171 -11.74613 20.02013 1.00 -0.51 0.05
C -24.93239 -11.07321 18.71827 0.42 -0.75 -0.10
C -23.40133 -11.21292 18.50014 -0.55 1.29 -0.85
O -22.66369 -10.51283 19.50364 -0.05 -1.32 -1.23
C -21.28540 -10.35174 19.17919 0.11 0.78 0.91
N -25.64919 -11.67918 17.54996 0.08 0.22 0.65
H -25.05341 -11.20066 20.90853 -0.24 0.39 -0.15
H -24.76935 -12.65158 20.09376 -0.33 -0.52 0.02
H -26.43146 -11.99250 20.08584 0.02 0.18 -0.15
H -25.15603 -10.01412 18.84637 -0.07 0.14 -0.62
H -23.15212 -10.77142 17.53523 -0.24 0.96 -0.30
H -23.11715 -12.21483 18.17840 0.20 -0.93 1.45
H -21.03339 -9.51226 19.82716 0.65 -0.22 0.10
H -20.98912 -10.04236 18.17689 -0.89 0.05 -0.50
H -20.65573 -11.22162 19.36605 -0.23 -0.26 0.41
H -25.04804 -11.93959 16.78126 0.43 0.51 -0.13
H -26.04050 -12.57449 17.80572 -0.25 -0.01 0.41
C -19.35343 -7.92512 17.00956 -1.28 -0.03 0.44
C -18.60699 -6.89690 16.22429 0.89 -0.08 0.11
C -18.43886 -5.58738 16.98851 0.92 1.88 2.01
O -19.60127 -4.96052 17.54227 -1.85 -0.61 0.18
C -19.44509 -3.70398 18.19216 0.44 -0.35 -0.66
N -17.26230 -7.44349 15.96575 -0.32 0.90 0.04
H -18.78577 -8.30146 17.86058 0.16 0.45 0.22
H -19.62980 -8.83475 16.47636 0.04 0.25 -0.48
H -20.26403 -7.43469 17.35364 -0.20 -0.33 0.36
H -19.06807 -6.65259 15.26730 -0.58 -0.17 -0.01
H -17.91746 -4.79066 16.45796 0.19 -0.20 -0.93
H -17.82443 -5.64989 17.88666 0.63 -1.01 -0.21
H -19.01899 -3.02057 17.45766 -0.05 0.49 0.09
H -18.82563 -3.67511 19.08856 0.61 -0.64 0.00
H -20.39532 -3.34306 18.58574 -0.33 -0.21 -0.62
H -17.36264 -8.41113 15.69426 -0.25 -0.22 -0.16
H -16.90767 -6.94068 15.16480 0.53 -0.03 -0.12
C -17.62217 -0.69959 19.21856 0.22 -0.89 0.85
C -17.88825 -0.91343 20.73091 0.41 0.16 -0.48
C -16.67343 -1.44547 21.59200 -0.39 -0.28 -1.96
O -17.03006 -2.08056 22.78282 -0.35 0.77 0.47
C -17.87439 -3.22293 22.69436 0.30 0.51 0.61
N -18.40797 0.34133 21.23107 0.34 0.95 1.45
H -18.55818 -0.31557 18.81295 0.08 -0.13 -0.28
H -17.37367 -1.67490 18.80009 -0.11 -0.01 -0.38
H -16.81960 -0.01098 18.95439 0.00 0.10 0.39
H -18.70578 -1.63338 20.76849 0.20 -0.68 0.03
H -15.88958 -0.69619 21.70276 -0.58 0.69 0.96
H -16.04646 -2.13790 21.03027 -0.47 -0.69 -0.77
H -18.88357 -3.05198 22.31962 0.06 0.28 -0.20
H -17.98340 -3.47746 23.74861 -0.01 -0.53 -0.15
H -17.40829 -4.02147 22.11714 0.13 -0.18 -0.02
H -19.36512 0.57096 21.00472 -0.02 -0.26 -0.83
H -18.44609 0.32762 22.24026 0.40 -0.05 0.37

=====

(2)
15
Properties=species:S:1:pos:R:3:forces:R:3 method="wB97M-V/def2-TZVPD" max_force_ev_per_a=4.2 e_lumo_ev=4.49 spin_multiplicity=1 smiles=C[C@H]([O-])CCO homo_lumo_gap_ev=7.52 charge=-1
C -1.36238 0.49756 1.33296 1.94 1.38 -1.01
C -0.86235 -0.31423 0.11555 -0.65 -0.83 0.01
O -0.42675 -1.54113 0.50611 0.85 -0.37 -0.54
C 0.12125 0.35551 -0.95862 0.24 0.00 1.04
C 1.60000 0.09828 -0.66133 1.99 -0.75 3.61
O 1.90900 -1.29041 -0.53994 -2.33 -0.42 -0.12
H -0.91925 1.50310 1.13066 -1.17 -0.02 0.62
H -1.02502 0.17740 2.29665 0.81 -0.52 0.39
H -2.41699 0.38501 1.37381 -1.10 0.69 -0.08
H -1.83684 -0.42248 -0.42549 0.21 0.14 -0.63
H -0.02819 1.42157 -1.21362 -0.25 -0.26 0.39
H -0.12164 -0.21822 -1.84294 0.15 -0.11 -0.51
H 2.34468 0.46143 -1.33698 -0.03 0.80 -1.13
H 2.08930 0.54800 0.40645 -1.95 -0.30 -2.16
H 0.93518 -1.66138 -0.18327 1.28 0.58 0.13

=====

(3)
10
Properties=species:S:1:pos:R:3:forces:R:3 method="wB97M-V/def2-TZVPD" max_force_ev_per_a=1.3 e_lumo_ev=0.45 spin_multiplicity=1 homo_lumo_gap_ev=10.11 charge=0
N 2.32962 -0.49183 0.60701 -0.73 -0.17 -0.23
C 1.20188 -0.78526 0.27752 0.53 0.10 0.15
C -0.04794 -1.16704 0.04667 0.11 0.03 0.04
C -1.14262 -0.36794 0.59808 0.04 0.22 0.15
C -0.41071 1.97596 -1.39430 -0.92 0.98 -0.06
O -1.00308 0.67894 1.19998 -0.09 -0.41 -0.19
O -1.25527 2.73414 -1.39346 0.97 -0.89 0.00
H 2.85991 0.16902 0.04583 -0.04 -0.02 0.00
H -0.24044 -2.04946 -0.55272 0.04 0.11 0.10
H -2.15140 -0.78837 0.41620 0.09 0.06 0.04